{
  "formula": "C9H36O9",
  "method": "ωB97M-V/def2-TZVPD",
  "elements": ["C", "O", "H", "H", "H", "H", "C", "O", "H", "H", "H", "H", "C", "O", "H", "H", "H", "H", "C", "O", "H", "H", "H", "H", "C", "O", "H", "H", "H", "H", "C", "O", "H", "H", "H", "H", "C", "O", "H", "H", "H", "H", "C", "O", "H", "H", "H", "H", "C", "O", "H", "H", "H", "H"],
  "coordinates": [[-1.804, 0.590, 3.582], [-2.351, -0.581, 4.180], [-0.955, 0.343, 2.938], [-2.577, 1.106, 3.010], [-1.422, 1.324, 4.299], [-3.246, -0.663, 3.853], [2.179, 0.492, -4.346], [1.102, 0.249, -3.482], [2.460, -0.420, -4.883], [1.992, 1.232, -5.134], [3.025, 0.866, -3.772], [0.537, -0.496, -3.685], [1.365, -1.512, 4.444], [0.122, -1.571, 5.088], [1.208, -1.543, 3.355], [1.930, -0.600, 4.683], [2.037, -2.335, 4.694], [-0.566, -1.083, 4.617], [4.066, 2.043, -1.423], [5.452, 2.093, -1.681], [3.685, 1.026, -1.459], [3.819, 2.457, -0.438], [3.499, 2.669, -2.123], [5.813, 2.923, -1.366], [0.960, 0.129, 0.438], [0.606, 1.058, -0.575], [2.040, -0.035, 0.445], [0.512, 0.389, 1.391], [0.551, -0.867, 0.212], [0.712, 0.634, -1.439], [-1.321, 2.724, -3.292], [-2.653, 2.828, -2.830], [-0.622, 2.882, -2.469], [-1.194, 1.801, -3.867], [-1.065, 3.476, -4.048], [-2.696, 2.299, -2.021], [-1.495, -2.828, 2.307], [-0.806, -3.925, 1.733], [-2.418, -2.647, 1.770], [-1.616, -2.911, 3.390], [-0.839, -1.945, 2.265], [-0.006, -4.117, 2.227], [-2.547, 2.854, 0.449], [-2.137, 1.624, -0.137], [-1.767, 3.278, 1.094], [-2.814, 3.623, -0.274], [-3.333, 2.644, 1.176], [-1.162, 1.606, -0.198], [-0.843, -3.857, -1.810], [-1.172, -3.427, -3.140], [-0.730, -2.983, -1.169], [-1.645, -4.479, -1.406], [0.056, -4.476, -1.776], [-1.925, -3.962, -3.397]],
  "mulliken_charge": [0.18, -0.58, -0.30, 0.22, 0.34, 0.36, -0.58, -0.44, 0.29, 0.25, 0.17, 0.27, -0.37, -0.52, 0.04, 0.24, 0.29, 0.27, -0.45, -0.54, 0.09, 0.33, 0.26, 0.30, -0.46, -0.60, 0.32, 0.12, 0.07, 0.27, -0.48, -0.56, 0.15, 0.22, 0.35, 0.37, -0.40, -0.53, 0.35, 0.40, -0.10, 0.29, -0.72, -0.51, 0.30, 0.35, 0.23, 0.46, -0.32, -0.51, -0.03, 0.29, 0.25, 0.31],
  "total_charge": 0,
  "relative_energy_kj_mol": 518.71,
  "orbital_gap_ev": 10.3,
  "smiles": "CO.CO.CO.CO.CO.CO.CO.CO.CO",
  "lumo_ev": 0.48,
  "total_energy_ev": -28339.9301
}